The following is a quantum chemistry calculation of C24H21BiClN2P as an isolated structure at a distorted geometry, from the OMol25 dataset.

The energy above the lowest of the compared OMol25 structures with the same formula, charge and spin comes out at 0.00 kcal/mol. The calculation puts the largest force on an atom at 0.040 Eh/bohr. The value obtained for the molar mass is 612.85 g mol⁻¹. The calculation puts the HOMO energy at -14.9706 eV. The calculation puts the frontier orbital gap at 5.3 eV. As for the net charge: +2.

Last column: Löwdin charge in e.
Element x y z (Å)
H -2.06 5.02 -3.05  0.131
C -2.05 -2.56 -3.65  -0.035
C -1.28 -0.05 4.53  -0.125
H 1.87 1.75 -2.65  0.099
Cl 2.53 -0.42 1.95  0.075
C -0.73 1.58 -1.73  -0.357
H 0.72 2.79 -0.62  0.106
C -0.59 4.02 -1.81  -0.049
C -2.44 2.89 -2.85  -0.036
P -0.02 -0.03 -1.22  1.018
C -1.73 4.08 -2.61  -0.019
H -2.90 -4.12 -0.76  0.124
H -2.56 0.03 6.22  0.127
C -0.47 0.02 6.81  0.060
H 4.18 1.40 -3.49  0.124
C 0.83 -0.01 6.28  -0.172
C -1.00 -1.45 -1.76  -0.371
H -0.75 -0.82 -3.81  0.121
N -0.03 -0.11 4.06  -0.110
H -2.06 -0.06 3.77  0.100
C 1.02 -0.09 4.91  -0.087
H 4.25 -2.49 -1.66  0.124
C -1.53 0.00 5.90  0.004
C -2.64 -3.49 -2.80  -0.026
C 2.39 -1.42 -1.53  -0.111
C 4.35 -0.60 -2.69  -0.024
C 2.36 0.78 -2.53  -0.072
H -0.05 4.94 -1.57  0.126
C 1.67 -0.26 -1.90  -0.359
C -0.11 2.80 -1.33  -0.122
H -2.62 0.78 -2.42  0.116
N 2.99 0.02 7.75  0.209
C -1.22 -1.55 -3.15  -0.082
C -1.57 -2.42 -0.90  -0.093
C -1.99 1.67 -2.35  -0.065
H -1.01 1.52 1.58  -0.022
H -3.35 2.92 -3.46  0.126
H -1.39 -2.36 0.18  0.062
C 2.01 0.01 7.12  -0.139
H -3.31 -4.26 -3.20  0.129
C -2.40 -3.40 -1.42  -0.051
H 5.37 -0.76 -3.07  0.130
H -2.22 -2.59 -4.72  0.124
H 1.93 -2.16 -0.87  0.106
H -1.34 -0.67 1.50  -0.078
C 3.71 -1.59 -1.94  -0.050
H -0.60 0.03 7.90  0.149
C 3.68 0.60 -2.95  -0.041
Bi 0.18 0.22 1.56  1.138
H 1.99 -0.13 4.43  0.070

The following is a quantum chemistry calculation of one molecule with the formula C4H10O3S at a distorted geometry, from the OMol25 dataset.

The energy above the lowest of the compared OMol25 structures with the same formula, charge and spin comes out at 27.46 kcal/mol. The calculation puts the largest force on an atom at 0.043 Eh/bohr. The value obtained for the molar mass is 138.19 g mol⁻¹. The calculation puts the HOMO energy at -11.0044 eV. The calculation puts the frontier orbital gap at 11.8 eV.

Last column: Löwdin charge in e.
Element x y z (Å)
C -1.39 1.03 0.14  -0.057
C -1.12 -0.24 -0.61  -0.416
O 0.27 -0.37 -1.09  -0.233
O 0.89 -0.49 1.36  -0.300
H -1.56 -0.20 -1.56  0.122
H -1.06 -1.51 1.16  0.075
H -0.79 1.11 1.04  0.071
C 2.40 1.04 -0.13  -0.104
H -2.43 1.00 0.51  0.096
H 3.09 0.99 0.69  0.055
H -1.26 -2.39 -0.36  0.098
H 1.68 1.82 0.05  0.051
C -1.54 -1.46 0.18  -0.053
H -1.32 1.97 -0.38  0.076
H -2.61 -1.42 0.40  0.089
H 2.94 1.21 -1.09  0.086
S 1.46 -0.51 0.04  0.623
O 2.33 -1.58 -0.36  -0.281

What did the first record say?
The following is a quantum chemistry calculation of C24H21BiClN2P as an isolated structure at a distorted geometry, from the OMol25 dataset.

The energy above the lowest of the compared OMol25 structures with the same formula, charge and spin comes out at 0.00 kcal/mol. The calculation puts the largest force on an atom at 0.040 Eh/bohr. The value obtained for the molar mass is 612.85 g mol⁻¹. The calculation puts the HOMO energy at -14.9706 eV. The calculation puts the frontier orbital gap at 5.3 eV. As for the net charge: +2.

Last column: Löwdin charge in e.
Element x y z (Å)
H -2.06 5.02 -3.05  0.131
C -2.05 -2.56 -3.65  -0.035
C -1.28 -0.05 4.53  -0.125
H 1.87 1.75 -2.65  0.099
Cl 2.53 -0.42 1.95  0.075
C -0.73 1.58 -1.73  -0.357
H 0.72 2.79 -0.62  0.106
C -0.59 4.02 -1.81  -0.049
C -2.44 2.89 -2.85  -0.036
P -0.02 -0.03 -1.22  1.018
C -1.73 4.08 -2.61  -0.019
H -2.90 -4.12 -0.76  0.124
H -2.56 0.03 6.22  0.127
C -0.47 0.02 6.81  0.060
H 4.18 1.40 -3.49  0.124
C 0.83 -0.01 6.28  -0.172
C -1.00 -1.45 -1.76  -0.371
H -0.75 -0.82 -3.81  0.121
N -0.03 -0.11 4.06  -0.110
H -2.06 -0.06 3.77  0.100
C 1.02 -0.09 4.91  -0.087
H 4.25 -2.49 -1.66  0.124
C -1.53 0.00 5.90  0.004
C -2.64 -3.49 -2.80  -0.026
C 2.39 -1.42 -1.53  -0.111
C 4.35 -0.60 -2.69  -0.024
C 2.36 0.78 -2.53  -0.072
H -0.05 4.94 -1.57  0.126
C 1.67 -0.26 -1.90  -0.359
C -0.11 2.80 -1.33  -0.122
H -2.62 0.78 -2.42  0.116
N 2.99 0.02 7.75  0.209
C -1.22 -1.55 -3.15  -0.082
C -1.57 -2.42 -0.90  -0.093
C -1.99 1.67 -2.35  -0.065
H -1.01 1.52 1.58  -0.022
H -3.35 2.92 -3.46  0.126
H -1.39 -2.36 0.18  0.062
C 2.01 0.01 7.12  -0.139
H -3.31 -4.26 -3.20  0.129
C -2.40 -3.40 -1.42  -0.051
H 5.37 -0.76 -3.07  0.130
H -2.22 -2.59 -4.72  0.124
H 1.93 -2.16 -0.87  0.106
H -1.34 -0.67 1.50  -0.078
C 3.71 -1.59 -1.94  -0.050
H -0.60 0.03 7.90  0.149
C 3.68 0.60 -2.95  -0.041
Bi 0.18 0.22 1.56  1.138
H 1.99 -0.13 4.43  0.070